This record from the Open Molecules 2025 dataset describes a structure of composition C5H5NO in a non-equilibrium geometry. The level of theory is the ωB97M-V functional and the def2-TZVPD basis.

XYZ file:
```
12
C5H5NO, DFT the ωB97M-V functional and the def2-TZVPD basis
O -1.499 0.398 -0.523
C -1.014 -0.761 0.158
C 0.422 -0.673 -0.405
C 0.257 0.819 -0.510
C 0.218 2.023 -0.110
C 1.530 -1.122 0.437
N 2.389 -1.494 1.117
H -1.114 1.497 -0.067
H -1.034 -0.659 1.250
H -1.559 -1.655 -0.154
H 0.478 -1.148 -1.390
H 0.926 2.776 0.199
```

For the energy relative to the best compared isomer or geometry (same formula, charge and spin), the calculation gives 131.71 kcal/mol. Its lowest unoccupied orbital energy is 0.75 eV. The maximum force is 1.18 eV Å⁻¹. The value obtained for the frontier orbital gap is 10.49 eV. The calculation puts the HOMO energy at -9.7 eV.

This record from the Open Molecules 2025 dataset describes a cluster of 2 separate species, C4H12 in total in a non-equilibrium geometry. The level of theory is the ωB97M-V functional and the def2-TZVPD basis.

XYZ file:
```
16
C4H12, DFT the ωB97M-V functional and the def2-TZVPD basis
C 0.583 0.858 -2.008
C 1.856 0.359 -2.571
H 0.730 1.276 -0.958
H -0.108 1.537 -2.609
H -0.190 0.003 -2.077
H 2.615 1.058 -2.039
H 2.077 0.071 -3.519
H 2.087 -0.713 -2.322
C -1.520 -0.692 2.922
C -0.914 -0.488 1.547
H -0.770 -0.309 3.683
H -2.350 0.046 3.048
H -1.697 -1.689 3.205
H -1.236 0.493 1.372
H 0.174 -0.618 1.526
H -1.337 -1.192 0.801
```

For the energy relative to the best compared isomer or geometry (same formula, charge and spin), the calculation gives 39.72 kcal/mol. The SMILES is CC.CC. Its lowest unoccupied orbital energy is 1.10 eV. The maximum force is 4.78 eV Å⁻¹. The value obtained for the frontier orbital gap is 11.74 eV. The calculation puts the HOMO energy at -10.6 eV.

This record from the Open Molecules 2025 dataset describes a structure of composition C6H2N in a non-equilibrium geometry. The level of theory is the ωB97M-V functional and the def2-TZVPD basis.

XYZ file:
```
9
C6H2N, DFT the ωB97M-V functional and the def2-TZVPD basis
C 0.716 -1.461 0.693
C 1.075 -1.315 -0.571
C -0.451 -0.885 1.055
C -0.296 1.327 -0.397
C 0.546 -0.292 -1.227
C -0.667 -0.041 -0.148
N 0.657 1.102 -1.308
H -1.151 -0.695 1.869
H -0.428 2.260 0.033
```

For the energy relative to the best compared isomer or geometry (same formula, charge and spin), the calculation gives 76.53 kcal/mol. The net charge is +1. Its lowest unoccupied orbital energy (alpha / beta) is -7.39 / -7.39 eV. The maximum force is 3.37 eV Å⁻¹. The value obtained for the frontier orbital gap (alpha / beta) is 8.65 / 8.65 eV. The calculation puts the HOMO energy (alpha / beta) at -16.0 / -16.0 eV.

This record from the Open Molecules 2025 dataset describes the molecule C5H6O. The level of theory is the ωB97M-V functional and the def2-TZVPD basis.

XYZ file:
```
12
C5H6O, DFT the ωB97M-V functional and the def2-TZVPD basis
O 1.100 -0.438 1.545
C 0.549 0.659 0.902
C 0.808 0.959 -0.535
C -0.588 0.531 -0.092
C -1.053 -0.781 -0.474
C -1.435 -1.877 -0.800
H 0.972 -1.219 0.989
H 0.483 1.497 1.591
H 1.371 0.220 -1.099
H 0.949 1.986 -0.857
H -1.358 1.297 -0.059
H -1.798 -2.832 -1.110
```

For the energy relative to the best compared isomer or geometry (same formula, charge and spin), the calculation gives 58.60 kcal/mol. The SMILES is C#C[C@@H]1C[C@@H]1O. Its lowest unoccupied orbital energy is 1.02 eV. The maximum force is 0.46 eV Å⁻¹. The value obtained for the frontier orbital gap is 10.49 eV. The calculation puts the HOMO energy at -9.5 eV.